(1)
C18H18CoN5O9 as an isolated structure. Source: OMol25; level of theory: the ωB97M-V functional and the def2-TZVPD basis.

Structure (ORCA input):
```
! RIJCOSX wB97M-V def2-TZVPD def2/J DEFGRID3
* xyz 0 5
Co -1.219 -0.355 1.187
O -1.283 -1.169 3.000
O 2.028 -5.185 -1.596
O 0.755 -0.545 1.626
O -2.782 0.439 0.247
O -0.271 0.933 -0.161
O -3.538 2.510 -0.251
O 3.008 -4.180 0.130
O -0.670 -0.642 5.111
O 2.461 -1.997 1.515
N -0.789 -2.101 0.186
N -0.041 0.406 -2.359
N -1.846 1.108 2.404
N -1.323 -2.939 -0.707
N 1.775 1.119 -1.087
C -2.454 2.128 1.832
C -1.467 1.066 3.664
C 0.760 0.345 -3.582
C 2.676 1.053 -2.234
C 0.755 -3.588 -0.463
C -1.457 0.106 -2.510
C -1.064 -0.340 4.015
C -0.426 -3.842 -1.125
C 0.458 0.826 -1.174
C -2.623 3.295 2.542
C -1.598 2.190 4.452
C -2.155 3.323 3.858
C 1.316 -1.628 1.256
C 0.471 -2.476 0.345
C 1.998 -4.386 -0.693
C 1.908 1.326 -3.505
C 2.373 1.529 0.181
C -2.973 1.721 0.469
H -1.293 2.159 5.489
H -2.264 4.230 4.439
H 3.223 0.886 0.410
H -3.118 4.139 2.082
H -1.945 0.861 -3.131
H 2.717 2.564 0.114
H -2.289 -2.846 -0.969
H 3.151 0.067 -2.280
H -0.654 -4.605 -1.853
H 2.814 -3.448 0.784
H -1.957 0.105 -1.547
H 3.464 1.788 -2.083
H 2.554 1.229 -4.377
H 1.513 2.345 -3.478
H 0.103 0.582 -4.418
H -1.567 -0.868 -2.997
H 1.651 1.434 0.979
H 1.135 -0.672 -3.735
*
```

Calculated values
Largest force on an atom in eV/Å: 0.712
<S²>: 6.010
Lowest unoccupied orbital energy (alpha / beta) in eV: -0.27 / -2.15

Löwdin population analysis, charges in e, atoms 1 to 5: 0.992, -0.078, 0.103, -0.059, -0.138

***

(2)
C4H6N2O2 as an isolated structure. Source: OMol25; level of theory: the ωB97M-V functional and the def2-TZVPD basis.

Structure (ORCA input):
```
! RIJCOSX wB97M-V def2-TZVPD def2/J DEFGRID3
* xyz 0 1
O -1.754 2.138 0.002
O 0.898 -0.328 -0.271
N 1.878 0.561 0.374
N -2.051 -0.196 -0.543
C -0.289 0.094 0.338
C 2.847 0.604 -0.413
C -1.180 -1.116 0.168
C -1.337 0.887 -0.241
H 3.768 0.983 0.147
H 3.023 0.078 -1.258
H -3.350 -0.384 -0.391
H -0.866 -2.066 -0.451
H -1.527 -1.502 1.174
H -0.063 0.247 1.366
*
```

Calculated values
Energy relative to the best compared isomer or geometry (same formula, charge and spin) in kJ/mol: 637.6
Largest force on an atom in eV/Å: 10.084
Lowest unoccupied orbital energy in eV: 0.29

Löwdin population analysis, charges in e, atoms 1 to 5: -0.041, -0.096, 0.043, 0.061, -0.318